The following is a quantum chemistry calculation of C3H5NO in the gas phase at a distorted geometry, from OMol25.

Calculated values
Total energy: -247.2562 hartree
LUMO level: 0.025 Eh
SMILES: C=CNC=O
Frontier orbital gap: 9.86 eV

Geometry (Å):
1 C 1.1617 -0.9271 -0.0168
2 C 0.8820 0.3110 -0.0225
3 C -1.5522 0.1399 -0.0616
4 H 2.2169 -1.1857 -0.0737
5 H 0.4954 -1.8919 0.3691
6 H 1.7701 0.9636 -0.2332
7 H -0.4613 1.9474 0.0303
8 H -2.3947 0.8249 -0.1296
9 N -0.3708 0.8551 0.1394
10 O -1.7472 -1.0372 -0.0014

The following is a quantum chemistry calculation of a 5-piece molecular cluster, H10O5 overall, from OMol25.

Calculated values
Total energy: -382.1924 hartree
LUMO level: 0.008 Eh
SMILES: O.O.O.O.O
Frontier orbital gap: 11.08 eV

Geometry (Å):
1 O -1.1748 0.2171 0.4731
2 O -1.6387 -2.2985 -0.6712
3 O 0.0841 0.2375 -1.9234
4 O 2.6645 0.3246 -0.0528
5 O 0.8906 1.5240 1.8154
6 H -1.7446 0.1111 1.2351
7 H -2.5618 -2.0523 -0.5620
8 H -0.4638 0.8395 -1.4062
9 H 2.0296 0.6985 0.5750
10 H 0.2292 1.2670 1.1361
11 H -1.2027 -0.6181 -0.0533
12 H -1.5078 -2.2653 -1.6265
13 H 0.6281 -0.0753 -1.1858
14 H 3.2976 0.9840 -0.3264
15 H 0.4704 1.1062 2.5728

The following is a quantum chemistry calculation of a 40-piece molecular cluster, H80O40 overall at a distorted geometry, from OMol25.

Calculated values
Total energy: -3057.2973 hartree
LUMO level: -0.026 Eh
Frontier orbital gap: 9.89 eV

Geometry (Å):
1 H -0.0020 5.3520 1.5863
2 H -1.4077 5.0985 0.8614
3 O -0.5677 5.5662 0.7973
4 H -2.4654 2.5629 -4.2602
5 H -1.7676 1.2492 -3.8362
6 O -1.6129 2.0490 -4.3512
7 H 1.3422 -0.1791 3.4489
8 H 1.7790 -1.6118 4.1530
9 O 1.9917 -0.8668 3.6605
10 H -4.9225 1.7143 -3.9000
11 H -4.7258 0.6865 -5.0742
12 O -4.2695 1.2066 -4.4072
13 H -4.8142 -2.2932 -0.7065
14 H -5.3939 -1.7134 -2.0638
15 O -4.7675 -1.6238 -1.3183
16 H 4.4451 0.1821 3.9785
17 O 5.3974 0.1567 3.9915
18 H 5.2966 -1.6435 0.1814
19 O 5.2734 -0.7758 -0.2358
20 H 3.7725 1.1136 0.5063
21 H 4.0076 2.0750 1.5166
22 O 4.2920 1.1472 1.3868
23 H -0.5842 -3.6673 -2.5723
24 H 0.4706 -2.5343 -2.6804
25 O 0.2959 -3.5604 -2.3827
26 H 0.2096 0.2330 -1.9994
27 H 0.6347 -0.4058 -0.4695
28 O 0.5284 0.4688 -1.0739
29 H -4.8925 1.5197 2.2546
30 H -5.0977 3.0348 2.6554
31 O -4.7595 2.4477 2.0007
32 H 0.3339 3.7227 -3.6750
33 O 1.2617 3.8718 -3.3790
34 H 0.3619 3.0782 5.6315
35 H 1.0570 1.7697 4.9935
36 O 0.6854 2.6244 4.8891
37 H 2.7765 3.5730 0.1876
38 H 3.2623 4.4004 -0.9660
39 O 3.4346 3.5083 -0.7136
40 H 2.8141 -0.5798 0.8798
41 H 3.0514 -2.1255 0.6190
42 O 2.3884 -1.3849 0.8685
43 H 3.4173 4.7919 1.8931
44 H 4.1879 4.6177 0.5569
45 O 3.6990 5.2386 1.1298
46 H -1.2949 4.5382 -4.8324
47 H -1.6577 4.4382 -3.5317
48 O -1.9061 5.0073 -4.2684
49 H 2.5892 0.7633 -2.4213
50 H 3.1695 1.8997 -1.5743
51 O 3.1248 0.9475 -1.6515
52 H 3.1187 -2.3416 -4.6197
53 O 4.0506 -2.5811 -4.7657
54 H 5.5455 -1.9548 2.6817
55 H 4.1878 -1.3352 2.2896
56 O 4.7633 -2.0475 2.1022
57 H 2.5924 -1.6162 -3.0291
58 O 1.8258 -1.2236 -2.6160
59 H 1.4247 2.6343 1.0229
60 H 0.5892 3.6680 0.4403
61 O 1.2567 3.6689 1.1264
62 H -1.4638 -2.3198 1.2724
63 H -0.7075 -2.5208 -0.1306
64 O -1.5222 -2.5483 0.2964
65 H 0.9733 -3.4881 2.1481
66 H -0.0148 -4.5684 1.9325
67 O 0.4440 -4.1201 2.6541
68 H -1.9915 0.8351 4.3133
69 H -0.6470 1.2170 3.9492
70 O -1.5095 0.8765 3.5400
71 H 5.7923 -2.6180 -2.6416
72 H 5.3723 -1.5172 -1.7233
73 O 5.0395 -2.0044 -2.4684
74 H -2.7369 -4.5273 0.5391
75 H -3.4786 -5.6855 -0.2589
76 O -3.5960 -4.9429 0.3126
77 H -0.9035 -6.6492 -0.3826
78 H -1.4342 -5.5149 0.2629
79 O -1.0491 -6.4304 0.4836
80 H -3.1991 5.3761 -2.4501
81 H -2.7045 5.0170 -1.1756
82 O -3.4708 5.3583 -1.5347
83 H -0.6170 2.4514 -2.2059
84 H -0.9703 3.5168 -1.1278
85 O -0.9093 3.4120 -2.0400
86 H 0.7421 -5.3298 -0.1338
87 H 0.6269 -5.1022 -1.4757
88 O 0.8413 -5.8540 -0.9188
89 H -3.4585 -2.3399 -2.1695
90 O -3.0721 -3.1772 -2.6186
91 H -2.6068 -3.1858 2.8895
92 H -3.6497 -2.6771 3.7112
93 O -3.4137 -3.4635 3.2902
94 H 4.4336 -2.2796 -3.9813
95 H 5.6969 0.5699 3.2138
96 H 2.0416 -0.7497 -1.7299
97 H 6.2141 -0.4310 -0.0987
98 H 1.3335 4.6688 -2.8282
99 H -2.1554 -3.1681 -2.8242
100 O -4.9422 -0.3222 2.4798
101 H -4.8474 -0.8936 1.7657
102 H -5.8998 -0.5004 2.6746
103 O -2.2280 2.6074 1.2424
104 H -2.2296 3.0924 0.3920
105 H -3.1027 2.6388 1.5310
106 O -1.5496 -2.0243 5.3691
107 H -2.4660 -2.0398 5.1366
108 H -1.0628 -2.7309 4.9545
109 O -4.8393 1.4508 -1.4620
110 H -4.6759 0.5271 -1.6944
111 H -5.2748 1.6066 -0.6353
112 O -0.5185 -1.5448 2.7202
113 H -1.3582 -1.1731 2.4673
114 H -0.4799 -2.2010 3.4472
115 O -0.3121 -1.8497 -4.5401
116 H 0.4288 -1.8581 -4.0058
117 H -0.2906 -2.3835 -5.2271
118 O 0.6290 0.8343 2.1778
119 H 0.0162 1.5796 1.9124
120 H 0.2057 0.0297 1.9880

The following is a quantum chemistry calculation of a 2-piece molecular cluster, C23H22N3 overall at a distorted geometry, from OMol25.

Calculated values
Total energy: -1053.6776 hartree
LUMO level: -0.172 Eh
Charge: +1
Frontier orbital gap: 5.91 eV

Geometry (Å):
1 C -3.3544 -0.8929 -3.0209
2 C -2.6475 -2.1046 -2.9914
3 C -1.2503 -2.0952 -2.9612
4 C -0.5709 -0.8643 -2.9768
5 C 0.8966 -0.7925 -2.9454
6 N 1.5969 0.3153 -2.8260
7 C 3.0268 -0.0522 -2.9535
8 C 3.0785 -1.5739 -3.0660
9 N 1.6686 -1.9140 -3.0303
10 C -1.2805 0.3440 -3.0017
11 C -2.6758 0.3357 -3.0268
12 H -4.4422 -0.9036 -3.0428
13 H -3.1799 -3.0579 -2.9949
14 H -0.6958 -3.0332 -2.9258
15 H 3.4754 0.3840 -3.8589
16 H 3.5698 0.3036 -2.0677
17 H 3.5233 -1.9130 -4.0046
18 H 3.6228 -2.0016 -2.2216
19 H 1.3263 -2.8012 -3.3740
20 H -0.7073 1.2693 -3.0144
21 H -3.2233 1.2787 -3.0632
22 C 2.1338 2.1892 0.3046
23 C 0.7106 2.1636 0.6556
24 N 0.2145 1.3841 1.6002
25 C -1.1549 1.3764 1.9753
26 C -2.1918 2.1568 1.4982
27 C -3.4650 1.9537 2.0714
28 C -3.6550 0.9934 3.0846
29 C -2.5893 0.2153 3.5548
30 C -1.3323 0.4169 2.9906
31 C -0.0576 -0.1905 3.2511
32 C 0.9003 0.4048 2.3930
33 C 2.2282 0.0141 2.4313
34 C 2.5951 -0.9932 3.3473
35 C 1.6455 -1.5837 4.1983
36 C 0.3073 -1.1819 4.1540
37 H 2.2346 2.9460 -0.4824
38 H 2.7985 2.4760 1.1327
39 H 2.4819 1.2423 -0.1304
40 H 0.0101 2.8459 0.1798
41 H -1.9928 2.8875 0.7166
42 H -4.3163 2.5449 1.7310
43 H -4.6494 0.8533 3.5107
44 H -2.6847 -0.5380 4.3362
45 H 2.9577 0.4775 1.7740
46 H 3.6324 -1.3235 3.4020
47 H 1.9535 -2.3606 4.8990
48 H -0.4720 -1.6008 4.7883

The following is a quantum chemistry calculation of a 2-piece molecular cluster, C5H10N2 overall at a distorted geometry, from OMol25.

Calculated values
Total energy: -305.9875 hartree
LUMO level: 0.009 Eh
SMILES: [H]/N=C(\C)C#N.CC
Frontier orbital gap: 11.26 eV

Geometry (Å):
1 C -2.7826 0.5531 -1.0600
2 C -1.8992 -0.0327 0.0061
3 N -1.9652 -1.1692 0.5462
4 C -0.8746 0.8714 0.4359
5 N -0.0996 1.6575 0.7384
6 H -2.7169 -1.7672 0.2101
7 H -3.5470 -0.1614 -1.3626
8 H -2.1841 0.8293 -1.9265
9 H -3.2610 1.4569 -0.6840
10 C 2.7730 0.3703 0.5637
11 C 2.0613 -0.9269 0.2106
12 H 2.9629 0.4210 1.6337
13 H 2.1608 1.2290 0.2827
14 H 3.7192 0.4386 0.0410
15 H 2.6783 -1.7845 0.4722
16 H 1.8565 -0.9765 -0.8544
17 H 1.1182 -1.0084 0.7468

The following is a quantum chemistry calculation of a 2-piece molecular cluster, CH2F3O2P overall at a distorted geometry, from OMol25.

Calculated values
Total energy: -830.7669 hartree
LUMO level: 0.016 Eh
SMILES: O=C(F)F.OPF
Frontier orbital gap: 9.88 eV

Geometry (Å):
1 C 0.4008 -1.8408 0.4714
2 O -0.7848 2.1317 0.6329
3 O 0.0588 -0.7119 0.6219
4 F 1.2433 -2.1739 -0.4933
5 F 0.0825 -2.9273 1.1161
6 F -0.9923 1.2813 -1.7325
7 P 0.0818 2.1018 -0.7746
8 H -1.2111 1.2235 0.7443
9 H 1.1209 0.9157 -0.5862